(1)
77
Properties=species:S:1:pos:R:3 method="wB97M-V/def2-TZVPD" homo_lumo_gap_ev=6.155 homo_ev=-11.5 charge=+2 de_lowest_kj_mol=96.3
Hf 10.45 7.29 13.82
C 7.75 10.48 15.53
C 8.36 9.08 15.30
O 9.22 8.89 14.39
C 7.97 7.99 16.20
C 6.80 8.05 17.06
C 6.35 6.92 17.73
C 7.19 5.80 17.87
C 8.38 5.72 17.16
C 8.71 6.78 16.29
O 9.90 6.67 15.63
H 7.04 10.78 14.79
H 8.54 11.13 15.27
H 7.50 10.66 16.58
H 6.20 8.94 17.03
H 5.40 7.03 18.33
H 6.62 4.99 18.34
H 9.06 4.84 17.18
I 5.82 5.46 12.02
C 7.21 6.73 11.04
C 7.01 7.15 9.74
C 7.96 7.69 8.94
I 7.70 7.98 6.92
C 9.29 7.97 9.51
C 10.43 8.54 8.84
C 11.58 8.75 9.56
C 11.55 8.54 10.91
N 10.55 7.94 11.58
C 9.42 7.61 10.86
C 8.43 6.99 11.64
O 8.82 6.54 12.83
H 6.02 6.99 9.28
H 10.24 8.72 7.78
H 12.42 9.11 9.03
H 12.46 8.68 11.54
F 12.96 11.54 18.42
C 13.36 10.31 18.12
C 12.89 9.69 17.05
C 13.43 8.44 16.63
C 13.01 7.85 15.34
O 12.09 8.44 14.66
C 13.63 6.61 15.06
C 14.70 6.14 15.80
N 15.06 6.71 16.93
C 16.18 6.13 17.64
C 16.03 5.46 18.99
C 16.27 4.62 17.76
C 14.43 7.85 17.38
C 14.87 8.53 18.54
C 14.34 9.75 18.94
N 14.82 10.40 20.10
C 13.83 10.79 21.09
C 14.48 11.37 22.29
N 15.85 10.65 22.37
C 16.73 11.31 21.26
C 15.90 11.41 19.94
C 13.27 5.76 13.79
O 14.08 5.03 13.30
O 12.02 6.00 13.40
H 12.26 10.19 16.29
H 15.36 5.37 15.39
H 17.13 6.58 17.35
H 15.01 5.46 19.42
H 16.82 5.70 19.75
H 15.42 4.04 17.47
H 17.27 4.22 17.70
H 15.69 8.09 19.05
H 13.15 9.99 21.35
H 13.12 11.52 20.74
H 13.85 11.21 23.14
H 14.80 12.42 22.29
H 15.86 9.56 22.19
H 16.37 10.79 23.22
H 17.57 10.64 21.19
H 17.15 12.27 21.57
H 16.49 11.20 19.04
H 15.47 12.41 19.84



(2)
75
Properties=species:S:1:pos:R:3 method="wB97M-V/def2-TZVPD" homo_lumo_gap_ev="7.304 / 5.995" homo_ev="-14.5 / -14.2" charge=+2
Sn -0.20 -2.48 -1.73
O 1.40 -1.35 -1.73
P 1.45 0.12 -1.38
C -0.19 0.63 -0.80
P -1.70 0.15 -1.71
O -1.79 -1.35 -1.73
C -3.08 0.87 -0.80
C -4.09 1.61 -1.44
C -5.15 2.15 -0.70
C -5.23 1.93 0.67
C -4.25 1.17 1.31
C -3.19 0.64 0.58
C -1.57 0.90 -3.33
C -1.45 2.29 -3.50
C -1.35 2.84 -4.77
C -1.36 2.01 -5.89
C -1.47 0.63 -5.74
C -1.58 0.08 -4.46
C 1.91 1.15 -2.77
C 2.04 2.54 -2.65
C 2.40 3.32 -3.76
C 2.63 2.71 -4.99
C 2.51 1.33 -5.12
C 2.15 0.56 -4.01
C 2.61 0.45 -0.04
C 2.51 1.58 0.78
C 3.43 1.79 1.81
C 4.46 0.87 2.03
C 4.56 -0.26 1.22
C 3.64 -0.47 0.19
H -0.20 1.72 -0.68
H -0.29 0.20 0.21
H -4.08 1.77 -2.51
H -5.93 2.72 -1.20
H -6.06 2.34 1.24
H -4.33 0.98 2.38
H -2.46 0.01 1.09
H -1.45 2.95 -2.63
H -1.26 3.91 -4.90
H -1.28 2.44 -6.89
H -1.47 -0.02 -6.61
H -1.66 -1.00 -4.35
H 1.87 3.04 -1.70
H 2.50 4.40 -3.66
H 2.92 3.31 -5.85
H 2.69 0.85 -6.08
H 2.05 -0.52 -4.12
H 1.72 2.31 0.63
H 3.35 2.67 2.44
H 5.17 1.03 2.83
H 5.36 -0.98 1.39
H 3.73 -1.36 -0.43
O 0.40 -5.23 8.48
S 1.29 -4.84 7.39
O 1.40 -5.84 6.32
O 2.57 -4.25 7.80
C 0.41 -3.40 6.58
N -0.18 -2.51 7.41
C -0.83 -1.52 6.79
C -0.90 -1.40 5.41
C -0.26 -2.37 4.65
N 0.40 -3.38 5.23
C -0.25 -2.38 3.16
C -0.76 -1.34 2.38
C -0.72 -1.43 0.99
N -0.20 -2.48 0.32
C 0.29 -3.48 1.08
C 0.29 -3.48 2.46
H -1.31 -0.80 7.44
H -1.45 -0.58 4.98
H -1.19 -0.44 2.81
H -1.11 -0.63 0.37
H 0.71 -4.32 0.53
H 0.71 -4.33 3.00
H -0.20 -0.73 -1.73



(3)
74
Properties=species:S:1:pos:R:3 method="wB97M-V/def2-TZVPD" homo_lumo_gap_ev="5.325 / 5.694" multiplicity=2 homo_ev="-1.7 / -2.1" charge=-2 de_lowest_kj_mol=7.0 s_squared=0.76
Tc 2.23 -0.89 0.87
S 1.72 1.43 1.37
C 0.04 1.49 1.69
N -0.57 2.74 1.75
C -2.01 2.79 1.70
C -2.54 1.82 2.73
N -2.06 0.50 2.40
C -3.05 -0.55 2.31
C -3.90 -0.42 1.06
C -5.17 0.14 1.11
C -5.92 0.32 -0.05
C -5.39 -0.06 -1.28
C -4.12 -0.62 -1.33
C -3.38 -0.80 -0.17
C -0.77 0.33 1.90
S -0.22 -1.24 1.55
C 0.12 3.97 1.43
C -0.22 4.44 0.03
C 0.14 3.64 -1.06
C -0.19 4.02 -2.35
C -0.88 5.21 -2.58
C -1.24 6.00 -1.51
C -0.92 5.62 -0.21
H -2.40 2.52 0.71
H -2.34 3.81 1.92
H -3.63 1.81 2.71
H -2.21 2.12 3.73
H -3.69 -0.51 3.20
H -2.53 -1.51 2.32
H -5.59 0.43 2.07
H -6.91 0.76 0.00
H -5.96 0.08 -2.18
H -3.70 -0.92 -2.28
H -2.38 -1.23 -0.21
H 1.19 3.78 1.50
H -0.14 4.74 2.16
H 0.67 2.71 -0.88
H 0.09 3.38 -3.18
H -1.13 5.50 -3.59
H -1.79 6.93 -1.67
H -1.21 6.24 0.63
O 3.94 -7.55 2.58
C 3.73 -7.17 1.41
O 3.63 -7.85 0.36
C 3.37 -5.68 1.26
C 3.01 -5.16 0.02
C 2.71 -3.82 -0.10
N 2.73 -2.97 0.94
C 3.05 -3.46 2.14
C 3.37 -4.80 2.33
C 2.95 -2.47 3.29
O 3.20 -2.82 4.43
O 2.56 -1.29 2.91
H 2.99 -5.82 -0.83
H 2.43 -3.38 -1.05
H 3.62 -5.14 3.32
C 4.83 -0.25 -0.76
C 4.27 -0.51 0.64
O 5.09 -0.51 1.55
H 5.90 -0.01 -0.70
H 4.27 0.55 -1.25
H 4.70 -1.16 -1.37
C 1.77 -0.77 -0.77
C 1.11 -0.79 -2.08
C -0.16 -0.23 -2.20
C -0.81 -0.21 -3.43
C -0.20 -0.76 -4.55
C 1.06 -1.32 -4.44
C 1.72 -1.34 -3.21
H -0.62 0.18 -1.31
H -1.80 0.23 -3.50
H -0.71 -0.74 -5.51
H 1.54 -1.75 -5.31
H 2.71 -1.77 -3.12